(1)
C14H28O2S | ωB97M-V/def2-TZVPD

```
45
Properties=species:S:1:pos:R:3:forces:R:3
C -4.824817 -0.734407 -1.877787 -4.152 -3.588 -4.039
C -4.876978 -1.018876 -0.483469 -2.846 -4.360 -1.573
H -5.915875 -1.039987 -0.224524 -0.864 -0.809 0.270
H -4.400010 -1.916787 -0.203279 0.393 -1.238 0.271
S -4.380982 0.200029 0.376864 0.825 7.630 5.198
C -2.752519 -0.124561 0.679275 0.115 2.404 0.153
O -2.347664 -1.159399 0.270404 2.333 -2.817 -0.781
C -1.904609 0.989490 1.259183 -0.943 -0.494 7.240
C -1.004373 1.716462 0.304197 -2.687 6.503 8.912
C 0.094955 2.527886 1.121020 -0.696 1.202 0.607
C 0.985421 3.468697 0.207755 0.312 -7.558 -2.434
C 1.690470 2.427453 -0.862379 3.363 0.543 7.183
C 2.531633 1.003847 -0.159791 -4.237 13.068 7.664
C 3.160795 0.294697 -0.997168 1.532 -10.807 -7.490
C 3.773787 -1.019095 -0.480913 -2.534 2.789 8.864
C 2.768958 -1.871750 0.638395 3.909 -3.423 -7.629
C 1.718266 -2.640749 -0.200511 -5.774 10.755 9.657
C 0.662742 -3.210175 0.789683 1.392 3.396 0.215
H 0.111342 -3.686811 0.078278 -2.739 -2.202 -0.694
O -0.043474 -2.183999 1.609115 -1.752 0.326 -5.178
H -0.720566 -1.804635 0.834384 1.947 -0.838 3.311
H 1.129610 -3.692190 1.570060 0.973 -2.244 1.138
H 2.057675 -3.104519 -0.902868 3.689 -5.996 -7.752
H 1.073272 -1.670450 -0.643961 1.356 -2.511 0.397
H 2.425843 -1.059556 1.075828 -1.669 2.733 3.454
H 3.507112 -2.613179 0.971812 -0.494 0.645 1.230
H 4.614518 -0.837200 0.276877 -0.764 0.586 -0.929
H 4.252471 -1.483545 -1.157086 2.701 -4.038 -5.313
H 2.297432 -0.169784 -1.626104 1.567 0.752 -0.501
H 3.939537 0.685377 -1.547056 1.177 1.560 -1.642
H 1.802277 0.755612 0.515229 -1.707 -2.013 1.265
H 3.248203 1.562741 0.488546 -0.177 -0.171 0.166
H 1.125836 1.957986 -1.469161 -4.635 -2.715 -4.426
H 2.503931 2.792537 -1.341994 2.189 1.838 -1.779
H 1.736289 3.744906 0.804944 2.873 1.877 2.099
H 0.547433 4.209147 -0.374268 -1.299 1.399 -0.431
H -0.455349 3.346006 1.522134 -1.037 0.309 1.456
H 0.604160 1.987718 2.118430 -1.088 1.136 -3.250
H -1.563197 2.341878 -0.271884 -1.223 1.743 -2.003
H -0.540923 1.063212 -0.088208 5.886 -8.573 -6.386
H -1.196559 0.354011 2.275852 -1.904 1.846 -3.436
H -2.673614 1.749870 2.132529 2.270 -2.117 -3.228
H -5.379964 -1.609580 -2.503284 1.665 1.427 1.305
H -5.453506 0.032720 -2.216427 -0.869 1.704 0.171
H -3.929010 -0.561028 -2.288677 3.620 0.341 -1.335
```
Forces are in eV/Å.

Computed properties:
Total charge: 0
Calculated total energy, a.u.: -1098.42105
Orbital gap, eV: 9.740
Lowest unoccupied orbital energy, eV: 0.66


(2)
C14H28O4Si | ωB97M-V/def2-TZVPD

```
47
Properties=species:S:1:pos:R:3:forces:R:3
C -1.496371 2.144188 -2.230769 -0.172 -0.335 0.032
C -1.830386 1.486988 -0.920940 0.152 0.899 1.281
O -1.630869 2.076253 0.129603 -0.326 -0.685 -1.108
O -2.375388 0.262280 -0.885579 0.515 -0.198 -0.233
C -2.318966 -0.579768 -2.056881 -0.070 0.024 0.022
C -0.950114 -1.100847 -2.490891 -0.511 -0.079 0.380
C -0.505379 -2.409340 -1.824479 0.402 0.263 -0.456
C 0.702871 -2.322842 -0.893547 -0.576 -0.328 0.180
C 0.753845 -1.166975 0.075946 0.309 0.221 0.331
C 2.171120 -0.899697 0.550912 0.329 -0.635 -0.378
C 3.202892 -0.593089 -0.544000 -0.271 0.664 -0.083
C 2.698609 0.316802 -1.692733 0.575 -0.325 -0.366
Si 3.035263 -0.456807 -3.379669 -0.358 -0.250 0.395
H -2.136155 1.834827 -3.041041 -0.124 -0.164 -0.290
H -0.470953 1.907014 -2.478508 0.302 -0.029 -0.182
H -1.586708 3.207932 -2.109210 0.054 0.385 0.178
H -2.942333 -1.420902 -1.802671 -0.271 -0.273 0.198
H -2.810525 -0.083682 -2.881683 -0.113 0.313 -0.207
H -1.056294 -1.268087 -3.555511 0.105 -0.003 -0.339
H -0.205374 -0.331117 -2.363499 0.323 0.287 -0.072
H -0.206809 -3.072908 -2.626598 -0.005 -0.341 -0.200
H -1.350474 -2.896664 -1.360602 -0.305 -0.020 0.394
H 0.679991 -3.218540 -0.283266 0.181 -0.393 0.087
H 1.607305 -2.405423 -1.476015 0.302 0.232 -0.281
H 0.165699 -1.429405 0.941772 -0.375 0.082 0.379
H 0.326404 -0.249276 -0.300344 -0.237 0.245 -0.293
H 2.505415 -1.802456 1.052096 0.186 -0.206 0.278
H 2.218570 -0.122229 1.293292 -0.285 0.459 0.307
H 3.656859 -1.491630 -0.946263 -0.068 -0.380 -0.031
H 4.008391 -0.056709 -0.062782 0.399 -0.006 0.181
H 3.286844 1.226510 -1.692103 0.018 0.418 0.036
H 1.669364 0.623374 -1.578906 -0.315 -0.006 0.051
H 2.146068 0.074937 -4.437341 0.149 0.160 -0.098
H 2.757071 -1.910308 -3.298097 0.031 -0.020 -0.083
H 4.469493 -0.311425 -3.700291 -0.002 0.102 -0.144
O -0.912688 -0.864081 5.646149 -0.033 -0.101 -0.061
C -1.137065 0.116904 4.999519 0.159 0.096 0.170
C -1.626284 1.463125 5.500529 -0.291 0.108 -0.419
C -2.095799 2.143395 4.214705 0.059 0.033 0.140
C -1.196085 1.504024 3.162126 -0.284 0.112 -0.015
O -0.946153 0.171033 3.663112 0.014 0.019 -0.141
H -0.786842 1.986841 5.960137 0.000 -0.039 0.074
H -2.422870 1.332986 6.226993 0.139 -0.052 0.168
H -2.023421 3.228793 4.233957 0.050 0.005 -0.028
H -3.135747 1.878952 4.018599 -0.003 0.004 -0.029
H -0.240033 2.025272 3.065806 0.014 -0.056 0.037
H -1.665989 1.451778 2.178967 0.228 -0.210 0.237
```
Forces are in eV/Å.

Computed properties:
Total charge: 0
SMILES: CC(=O)OCCCCCCCC[SiH3].O=C1CCCO1
Calculated total energy, a.u.: -1140.67605
Orbital gap, eV: 10.501
Lowest unoccupied orbital energy, eV: 0.67